A structure of composition C26H29BrMnN2O2 at a distorted geometry. Source: OMol25; level of theory: ωB97M-V/def2-TZVPD.

Results
2S+1: 6
<S²>: 8.83
Relative energy (zero: lowest compared OMol25 entry of this formula, charge and spin): 0.00 kJ/mol
F_max: 8.43 eV Å⁻¹
HOMO-LUMO gap (alpha / beta): 5.58 / 6.98 eV
M: 536.4 g mol⁻¹
HOMO level (alpha / beta): -6.073 / -7.899 eV

The geometry in XYZ format:
```
61
Properties=species:S:1:pos:R:3:lowdin_charge:R:1
Mn 0.99 0.37 0.22 0.646
C 3.69 1.66 2.27 -0.105
C 2.65 1.67 3.40 -0.361
C 2.31 3.11 3.80 -0.072
C 1.45 0.81 3.02 -0.227
C 1.63 -0.55 2.85 -0.231
C 0.58 -1.36 2.46 -0.178
C -0.68 -0.83 2.21 -0.304
C -1.78 -1.72 1.74 -0.037
C -0.86 0.53 2.40 -0.069
C 0.19 1.34 2.79 -0.026
H 4.54 2.29 2.53 0.080
H 3.26 2.06 1.35 0.005
H 4.05 0.65 2.05 0.053
H 3.10 1.18 4.28 0.142
H 1.93 3.68 2.95 0.085
H 3.20 3.64 4.15 0.079
H 1.57 3.15 4.59 0.080
H 2.60 -0.98 3.02 0.086
H 0.74 -2.42 2.31 0.110
H -2.29 -2.21 2.58 0.090
H -1.40 -2.50 1.08 0.067
H -2.53 -1.15 1.18 0.080
H -1.84 0.95 2.23 0.111
H 0.03 2.40 2.90 0.120
O 0.21 3.10 -2.44 0.036
C -1.11 3.37 -2.17 -0.257
C -1.77 4.26 -3.01 -0.016
C -3.11 4.58 -2.76 -0.091
C -3.76 4.00 -1.67 -0.107
C -3.09 3.11 -0.83 -0.042
C -1.75 2.77 -1.06 -0.077
C -1.07 1.71 -0.16 -0.476
O 0.19 2.06 0.06 -0.286
N -1.09 0.42 -0.91 0.018
N -0.39 -0.59 -0.33 -0.219
C 0.38 -1.17 -1.18 -0.242
C 1.39 -2.12 -0.69 -0.558
Br 2.48 -1.38 0.62 1.128
C 1.49 -3.39 -1.12 -0.080
C 0.59 -4.08 -2.05 -0.227
C 1.13 -4.90 -3.05 -0.034
C 0.29 -5.62 -3.90 -0.078
C -1.09 -5.55 -3.75 -0.088
C -1.64 -4.75 -2.75 -0.074
C -0.80 -4.03 -1.89 -0.030
H 0.48 2.60 -1.61 0.077
H -1.24 4.70 -3.84 0.116
H -3.62 5.27 -3.41 0.099
H -4.80 4.25 -1.47 0.092
H -3.62 2.66 0.01 0.105
H -1.73 1.56 0.70 0.099
H -2.07 0.18 -0.97 0.142
H 0.39 -0.96 -2.27 0.156
H 2.28 -4.02 -0.71 0.114
H 2.21 -4.97 -3.18 0.115
H 0.72 -6.24 -4.68 0.104
H -1.75 -6.11 -4.41 0.103
H -2.72 -4.70 -2.62 0.105
H -1.25 -3.44 -1.10 0.101
H 2.12 1.68 0.24 0.047
```

***

A structure of composition C20H40N6O3PPdS. Source: OMol25; level of theory: ωB97M-V/def2-TZVPD.

Results
Total charge: -1
Relative energy (zero: lowest compared OMol25 entry of this formula, charge and spin): 56.61 kJ/mol
F_max: 0.64 eV Å⁻¹
HOMO-LUMO gap: 6.20 eV
M: 582.0 g mol⁻¹
HOMO level: -3.533 eV

The geometry in XYZ format:
```
72
Properties=species:S:1:pos:R:3:lowdin_charge:R:1
Pd -1.70 0.56 0.85 0.550
N 1.39 -0.60 0.32 0.033
N 2.36 -0.23 1.27 -0.024
C 2.13 0.03 2.57 -0.425
N 3.16 0.57 3.25 0.166
N 0.92 -0.30 3.02 0.163
N 0.64 -0.06 4.33 -0.441
O 1.53 0.14 5.18 -0.032
O -0.54 -0.07 4.63 0.040
H 0.79 0.23 0.15 -0.019
H 0.80 -1.31 0.74 0.046
H 3.28 -0.07 0.91 0.129
H 3.83 1.13 2.75 0.098
H 3.00 0.71 4.24 0.071
C 2.04 3.62 1.89 -0.116
C 0.56 4.00 1.75 -0.585
C 0.43 5.50 2.04 -0.091
C -0.17 3.18 2.83 -0.113
P -0.06 3.34 0.06 0.792
N -0.22 1.81 0.03 -0.364
C 1.20 3.88 -1.25 -0.600
C 0.55 3.70 -2.63 -0.110
C 2.37 2.87 -1.23 -0.112
C 1.76 5.30 -1.17 -0.091
C -1.70 4.27 -0.32 -0.592
C -2.60 4.13 0.91 -0.105
C -1.61 5.74 -0.71 -0.094
C -2.40 3.49 -1.45 -0.116
H 2.35 3.75 2.93 0.079
H 2.70 4.23 1.27 0.054
H 2.18 2.57 1.62 0.047
H 0.90 5.72 3.01 0.083
H -0.60 5.82 2.10 0.055
H 0.94 6.11 1.29 0.059
H 0.43 3.15 3.74 0.079
H -0.31 2.17 2.45 0.021
H -1.14 3.60 3.08 0.066
H 0.08 2.72 -2.71 0.082
H 1.32 3.78 -3.40 0.077
H -0.20 4.47 -2.84 0.051
H 1.97 1.85 -1.20 0.057
H 3.04 3.02 -0.38 0.050
H 2.96 3.00 -2.14 0.076
H 0.97 6.05 -1.17 0.057
H 2.39 5.49 -2.04 0.081
H 2.37 5.47 -0.28 0.055
H -2.32 4.80 1.72 0.055
H -2.60 3.10 1.28 0.051
H -3.63 4.37 0.62 0.082
H -1.12 6.35 0.05 0.057
H -2.63 6.13 -0.83 0.083
H -1.10 5.90 -1.66 0.054
H -2.29 2.42 -1.30 0.032
H -2.03 3.75 -2.44 0.054
H -3.47 3.73 -1.43 0.080
C -5.31 -1.10 -1.02 -0.259
S -4.19 0.15 -0.34 0.819
O -4.99 0.83 0.72 -0.552
C -3.02 -0.94 0.44 -0.610
C -2.30 -1.88 -0.36 -0.135
C -1.57 -2.87 0.25 -0.135
C -1.49 -2.93 1.67 -0.134
C -2.12 -1.99 2.44 -0.112
C -2.91 -0.95 1.86 -0.208
H -5.72 -1.68 -0.20 0.055
H -4.77 -1.74 -1.72 0.035
H -6.11 -0.56 -1.54 0.037
H -2.34 -1.81 -1.44 0.099
H -1.03 -3.59 -0.35 0.092
H -0.90 -3.71 2.14 0.089
H -2.03 -2.02 3.52 0.090
H -3.57 -0.34 2.46 0.092
```

***

A cluster of 2 separate species, C3H9N3O in total. Source: OMol25; level of theory: ωB97M-V/def2-TZVPD.

Results
Relative energy (zero: lowest compared OMol25 entry of this formula, charge and spin): 133.64 kJ/mol
F_max: 0.74 eV Å⁻¹
HOMO-LUMO gap: 9.45 eV
M: 103.1 g mol⁻¹
HOMO level: -8.882 eV
Structure (SMILES): N=C(N)N.C=CO

The geometry in XYZ format:
```
16
Properties=species:S:1:pos:R:3:lowdin_charge:R:1
C -1.95 -0.45 -1.10 0.000
C -2.61 -1.16 -0.20 -0.280
O -1.98 -2.12 0.55 -0.016
H -2.44 0.36 -1.61 0.054
H -0.92 -0.69 -1.33 0.045
H -3.66 -1.02 0.01 0.107
H -2.62 -2.64 1.01 0.083
N 1.21 -0.28 0.02 0.112
C 1.76 0.99 0.12 -0.640
N 0.82 1.99 0.34 0.105
N 3.00 1.28 0.01 0.081
H 1.85 -1.03 0.20 0.089
H 0.32 -0.42 0.48 0.063
H 0.11 1.76 1.02 0.082
H 1.27 2.87 0.54 0.089
H 3.49 0.49 -0.40 0.027
```

***

A structure of composition H3NOS at a distorted geometry. Source: OMol25; level of theory: ωB97M-V/def2-TZVPD.

Results
Relative energy (zero: lowest compared OMol25 entry of this formula, charge and spin): 202.99 kJ/mol
F_max: 5.38 eV Å⁻¹
HOMO-LUMO gap: 8.66 eV
M: 65.1 g mol⁻¹
HOMO level: -9.200 eV

The geometry in XYZ format:
```
6
Properties=species:S:1:pos:R:3:lowdin_charge:R:1
N -0.67 0.03 -1.10 -0.086
O 1.29 0.12 1.18 -0.619
S -0.30 -0.25 1.15 0.729
H -1.61 -0.07 -1.25 -0.084
H -0.39 -0.92 -1.23 -0.065
H 1.68 1.09 1.25 0.126
```

***

Q: relative energy (zero: lowest compared OMol25 entry of this formula, charge and spin) of number 3 (C3H9N3O)?
A: 133.64 kJ/mol

***

Q: The highest M belongs to which entry?
A: C20H40N6O3PPdS

***

Q: Number 4 is which compound?
A: H3NOS